[1]
A structure of composition C20H39F3N11ORuSbSi3. Source: the OMol25 dataset; level of theory: ωB97M-V/def2-TZVPD.

CARTESIAN COORDINATES (ANGSTROEM)
1 Ru -0.759 -0.808 0.243
2 N -2.655 -1.557 3.036
3 C -1.480 -0.900 3.207
4 N -1.059 -0.396 4.352
5 N 0.136 0.149 4.067
6 N 0.430 -0.008 2.827
7 N -0.590 -0.685 2.226
8 C -3.105 -2.004 1.826
9 N -4.202 -2.687 1.655
10 N -4.272 -2.890 0.317
11 N -3.278 -2.357 -0.289
12 N -2.481 -1.763 0.649
13 H -3.224 -1.742 3.851
14 C 4.004 1.983 2.175
15 Si 3.886 0.224 1.640
16 C 5.145 -0.282 0.393
17 C 3.617 -0.952 3.024
18 Sb 1.652 0.181 0.186
19 Si 0.487 -2.997 0.310
20 C 2.267 -3.011 -0.246
21 C 0.408 -3.584 2.054
22 C -0.517 -3.977 -0.902
23 Si 1.492 2.591 -1.349
24 C 3.135 2.392 -2.138
25 C 0.032 2.399 -2.423
26 C 1.328 3.771 0.040
27 H 4.800 2.065 2.922
28 H 3.078 2.319 2.645
29 H 4.258 2.646 1.347
30 H 6.143 -0.158 0.825
31 H 5.095 0.334 -0.506
32 H 5.035 -1.329 0.107
33 H 4.425 -0.780 3.744
34 H 3.668 -1.995 2.712
35 H 2.673 -0.765 3.533
36 H 2.942 -2.631 0.521
37 H 2.463 -2.484 -1.182
38 H 2.528 -4.063 -0.410
39 H 0.936 -2.903 2.723
40 H 0.905 -4.559 2.096
41 H -0.614 -3.715 2.415
42 H 0.066 -4.123 -1.813
43 H -1.489 -3.559 -1.158
44 H -0.693 -4.956 -0.445
45 H 3.209 1.437 -2.660
46 H 3.952 2.482 -1.422
47 H 3.248 3.188 -2.885
48 H 0.224 1.723 -3.257
49 H -0.213 3.387 -2.830
50 H -0.825 2.051 -1.847
51 H 2.215 3.795 0.671
52 H 0.458 3.526 0.651
53 H 1.174 4.773 -0.378
54 C -3.205 3.276 2.934
55 N -2.922 2.664 1.633
56 C -3.886 2.901 0.563
57 C -1.867 1.905 1.468
58 O -1.564 1.323 0.394
59 H -3.366 4.345 2.806
60 H -2.367 3.117 3.608
61 H -4.101 2.831 3.364
62 H -4.061 3.971 0.471
63 H -4.830 2.410 0.802
64 H -3.496 2.511 -0.372
65 H -1.230 1.811 2.353
66 F -1.171 -1.170 -6.753
67 C -2.109 -0.610 -5.992
68 F -2.220 0.679 -6.338
69 F -3.272 -1.209 -6.235
70 C -1.756 -0.705 -4.517
71 C -0.513 -1.158 -4.108
72 C -0.235 -1.177 -2.759
73 N -1.121 -0.785 -1.830
74 C -2.334 -0.366 -2.237
75 C -2.682 -0.303 -3.569
76 H 0.225 -1.495 -4.821
77 H 0.725 -1.518 -2.395
78 H -3.032 -0.078 -1.465
79 H -3.668 0.037 -3.856

Output
energy relative to the best compared isomer or geometry (same formula, charge and spin)	0.668	eV
Kohn-Sham gap (spin up / spin down)	7.93 / 4.92	eV
spin multiplicity	5
⟨S²⟩	6.0324
net charge	+2
HOMO level (spin up / spin down)	-13.8 / -14.1	eV



[2]
A structure of composition C8H18F4O4S2Tl. Source: the OMol25 dataset; level of theory: ωB97M-V/def2-TZVPD.

CARTESIAN COORDINATES (ANGSTROEM)
1 Tl -1.031 1.463 2.292
2 F -0.694 0.585 -0.327
3 C 2.249 1.427 3.982
4 O 2.128 1.109 2.622
5 O 1.094 1.822 4.385
6 C 2.954 0.328 4.831
7 F 2.971 0.669 6.105
8 F 2.344 -0.853 4.702
9 F 4.213 0.135 4.420
10 C 3.267 0.999 1.767
11 C 2.816 0.823 0.334
12 H 1.728 0.688 0.310
13 H 2.961 1.658 -0.351
14 H 3.250 -0.050 -0.150
15 H 3.861 0.142 2.105
16 H 4.037 1.777 1.839
17 H 2.976 2.282 4.061
18 C -1.047 -3.115 -4.432
19 S -1.159 -1.466 -3.763
20 O -2.609 -1.207 -3.491
21 C -0.340 -1.791 -2.215
22 H -0.060 -3.557 -4.311
23 H -1.320 -3.084 -5.489
24 H -1.793 -3.818 -4.053
25 H -0.629 -2.742 -1.764
26 H -0.488 -0.983 -1.493
27 H 0.733 -1.837 -2.417
28 C -3.474 -0.423 -0.625
29 S -3.981 1.271 -0.324
30 O -3.400 1.617 1.005
31 C -3.041 1.976 -1.671
32 H -3.998 -1.139 0.004
33 H -2.407 -0.458 -0.376
34 H -3.670 -0.608 -1.681
35 H -2.898 3.055 -1.614
36 H -3.521 1.736 -2.618
37 H -2.023 1.568 -1.597

Output
energy relative to the best compared isomer or geometry (same formula, charge and spin)	0.000	eV
Kohn-Sham gap	2.19	eV
net charge	+1
HOMO level	-11.5	eV



| no. | strongest force on any atom (eV/Å) |
| --- | --- |
| 1 | 1.3 |
| 2 | 2.0 |